115
Properties=species:S:1:pos:R:3:lowdin_charge:R:1 method="wB97M-V/def2-TZVPD" e_homo_ha="-0.3744 / -0.4038" gap_ev="7.647 / 6.713" total_charge=+1 multiplicity=5
Co 0.26 -0.48 -0.04 0.4083
C -2.25 2.39 0.91 -0.2212
Si -0.76 1.32 1.19 0.5877
C 0.77 2.40 1.36 -0.2892
C 0.64 3.79 1.36 -0.0816
C 1.75 4.62 1.41 -0.0591
C 3.02 4.07 1.44 -0.0518
C 3.17 2.69 1.44 -0.0732
C 2.06 1.84 1.40 -0.3469
P 2.24 0.02 1.43 1.1309
C 3.82 -0.39 0.58 -0.3765
C 3.80 -1.85 0.09 -0.2101
C 4.98 -2.12 -0.84 -0.1502
C 6.32 -1.58 -0.27 -0.1694
C 6.18 -1.18 1.20 -0.1964
C 5.14 -0.07 1.35 -0.1839
C 2.35 -0.40 3.24 -0.3922
C 2.90 0.74 4.13 -0.1800
C 3.41 0.19 5.48 -0.1789
C 2.56 -0.99 5.93 -0.1839
C 2.73 -2.18 4.96 -0.1681
C 3.09 -1.71 3.54 -0.1935
C -1.01 0.38 2.82 -0.3030
C -1.12 1.12 4.00 -0.0786
C -1.24 0.50 5.24 -0.0572
C -1.25 -0.89 5.32 -0.0646
C -1.16 -1.65 4.16 -0.0833
C -1.04 -1.03 2.92 -0.3777
P -0.97 -1.97 1.36 1.0360
C -2.72 -2.45 1.09 -0.4261
C -3.56 -1.22 0.68 -0.2227
C -5.07 -1.51 0.75 -0.1751
C -5.35 -3.01 0.62 -0.1931
C -4.72 -3.76 1.81 -0.1705
C -3.43 -3.08 2.30 -0.1965
C 0.09 -3.46 1.52 -0.3913
C -0.46 -4.69 2.27 -0.1972
C 0.41 -5.91 1.94 -0.1802
C 0.21 -6.33 0.46 -0.1773
C -0.14 -5.11 -0.41 -0.1858
C 0.60 -3.88 0.10 -0.2071
H -2.45 2.98 1.81 0.0466
H -3.14 1.79 0.69 0.0269
H -2.10 3.08 0.07 -0.0047
H -0.35 4.24 1.32 0.0977
H 1.62 5.70 1.41 0.1125
H 3.89 4.70 1.46 0.1140
H 4.17 2.27 1.45 0.0886
H 3.76 0.24 -0.31 0.1024
H 2.87 -2.06 -0.43 0.0663
H 3.85 -2.53 0.94 0.0981
H 4.78 -1.67 -1.81 0.0840
H 5.05 -3.20 -1.01 0.1190
H 6.62 -0.69 -0.84 0.1137
H 7.11 -2.31 -0.39 0.1099
H 7.13 -0.83 1.59 0.1168
H 5.90 -2.06 1.80 0.1093
H 5.57 0.84 0.93 0.1088
H 4.96 0.13 2.41 0.0849
H 1.31 -0.56 3.52 0.0737
H 2.09 1.46 4.30 0.1148
H 3.70 1.29 3.64 0.0887
H 3.38 0.99 6.22 0.1148
H 4.45 -0.12 5.38 0.1173
H 1.51 -0.69 5.97 0.0926
H 2.84 -1.29 6.94 0.1125
H 1.81 -2.77 4.93 0.1005
H 3.52 -2.85 5.32 0.1139
H 2.84 -2.50 2.83 0.0834
H 4.17 -1.56 3.45 0.1034
H -1.11 2.21 3.95 0.1116
H -1.32 1.10 6.14 0.1147
H -1.34 -1.38 6.28 0.1175
H -1.17 -2.73 4.24 0.0944
H -2.69 -3.18 0.28 0.0985
H -3.28 -0.91 -0.33 0.0386
H -3.32 -0.39 1.35 0.0854
H -5.59 -0.96 -0.03 0.1113
H -5.48 -1.16 1.70 0.1171
H -4.93 -3.38 -0.32 0.1115
H -6.42 -3.20 0.59 0.1130
H -4.51 -4.80 1.53 0.1117
H -5.44 -3.80 2.64 0.1143
H -2.81 -3.79 2.84 0.0834
H -3.68 -2.28 3.01 0.1184
H 0.94 -3.07 2.08 0.0871
H -1.49 -4.91 1.97 0.0998
H -0.46 -4.52 3.35 0.1021
H 0.16 -6.74 2.60 0.1136
H 1.45 -5.66 2.12 0.1140
H -0.58 -7.07 0.39 0.1119
H 1.12 -6.80 0.09 0.1131
H -1.22 -4.93 -0.40 0.1016
H 0.13 -5.30 -1.46 0.1187
H 0.52 -3.06 -0.62 0.0351
H 1.67 -4.11 0.16 0.1179
I -1.17 1.88 -2.66 0.8603
C -2.06 0.18 -3.56 -1.1075
I -1.59 -1.67 -2.62 0.9389
H -1.72 0.11 -4.58 -0.0324
H -3.13 0.31 -3.50 -0.0383
Cl 6.40 2.13 -5.18 0.6873
C 5.12 1.25 -4.40 -0.6634
C 4.98 -0.11 -4.65 -0.0833
C 3.97 -0.81 -4.00 -0.0222
C 3.11 -0.16 -3.13 -0.1534
C 3.25 1.20 -2.91 -0.0239
C 4.26 1.91 -3.55 -0.0902
C 2.07 -0.96 -2.39 -0.6056
O 1.87 -2.13 -2.63 0.0274
O 1.49 -0.27 -1.43 -0.2835
H 5.66 -0.61 -5.32 0.1109
H 3.84 -1.87 -4.17 0.1271
H 2.57 1.71 -2.24 0.1079
H 4.37 2.98 -3.40 0.1081

---

19
Properties=species:S:1:pos:R:3:lowdin_charge:R:1 method="wB97M-V/def2-TZVPD" e_homo_ha=-0.1396 gap_ev=8.007 relative_energy_kj_mol=12.7 total_charge=-1
N -1.32 -3.03 1.74 -0.0368
C -1.38 -1.62 1.30 -0.5239
O -0.18 -1.14 0.87 -0.2633
H -0.93 -3.54 0.95 0.0340
H -0.61 -3.09 2.45 0.0335
H -2.16 -1.59 0.52 0.0889
H -1.77 -1.05 2.17 0.0936
H -0.22 0.17 0.82 -0.0053
C 0.97 1.69 0.23 -0.3881
O -0.25 1.29 0.76 -0.1957
C 0.91 1.90 -1.29 -0.2720
C 0.53 0.62 -2.02 -0.1260
H 1.76 0.95 0.45 0.1068
H 1.29 2.63 0.70 0.0889
H 1.88 2.27 -1.63 0.0869
H 0.18 2.69 -1.47 0.0938
H 0.60 0.73 -3.11 0.0526
H -0.49 0.34 -1.76 0.0646
H 1.17 -0.20 -1.69 0.0675

---

Copy entry 2 word for word.
19
Properties=species:S:1:pos:R:3:lowdin_charge:R:1 method="wB97M-V/def2-TZVPD" e_homo_ha=-0.1396 gap_ev=8.007 relative_energy_kj_mol=12.7 total_charge=-1
N -1.32 -3.03 1.74 -0.0368
C -1.38 -1.62 1.30 -0.5239
O -0.18 -1.14 0.87 -0.2633
H -0.93 -3.54 0.95 0.0340
H -0.61 -3.09 2.45 0.0335
H -2.16 -1.59 0.52 0.0889
H -1.77 -1.05 2.17 0.0936
H -0.22 0.17 0.82 -0.0053
C 0.97 1.69 0.23 -0.3881
O -0.25 1.29 0.76 -0.1957
C 0.91 1.90 -1.29 -0.2720
C 0.53 0.62 -2.02 -0.1260
H 1.76 0.95 0.45 0.1068
H 1.29 2.63 0.70 0.0889
H 1.88 2.27 -1.63 0.0869
H 0.18 2.69 -1.47 0.0938
H 0.60 0.73 -3.11 0.0526
H -0.49 0.34 -1.76 0.0646
H 1.17 -0.20 -1.69 0.0675